(1)
DFT (ωB97M-V with the def2-TZVPD basis set) results for 2 unconnected molecules or ions with the total composition C3H4ClF at a distorted geometry.

The energy comes out at -676.6012 hartree. As for the total charge: 0. Its spin multiplicity is 1. As for the gap between HOMO and LUMO: 10.05 eV. The calculation puts the LUMO energy at 0.48 eV.

Cartesian coordinates (Å):
1 C 0.5816 -0.3466 0.1457
2 C -0.6364 0.5745 -1.3527
3 C 0.3959 -0.5489 1.4701
4 F -0.1807 -0.0025 -2.4724
5 Cl -0.6829 0.5606 2.3569
6 H -1.2463 0.2763 -0.5440
7 H 1.2256 -0.9277 -0.6032
8 H -0.3653 1.6607 -1.1196
9 H 0.9084 -1.2465 2.1192



(2)
DFT (ωB97M-V with the def2-TZVPD basis set) results for a single C3H4ClFN2 molecule at a distorted geometry.

The energy comes out at -786.2189 hartree. As for the total charge: 0. Its spin multiplicity is 1. As for the gap between HOMO and LUMO: 9.50 eV. The calculation puts the LUMO energy at 0.70 eV. The structure (SMILES) is N/N=C/C(Cl)=C/F.

Cartesian coordinates (Å):
1 N 1.2982 -1.5928 -2.5276
2 N 0.8015 -1.3127 -1.2804
3 C 0.4739 -0.1192 -1.0256
4 C -0.2096 0.2097 0.2316
5 Cl -0.0384 1.8510 0.7991
6 C -0.9076 -0.6773 0.9291
7 F -1.4914 -0.3779 2.0959
8 H 1.7628 -0.8169 -3.0025
9 H 1.9148 -2.4284 -2.4815
10 H 0.6393 0.7186 -1.7235
11 H -1.0803 -1.6800 0.6057



(3)
DFT (ωB97M-V with the def2-TZVPD basis set) results for 2 unconnected molecules or ions with the total composition C3H4ClFO at a distorted geometry.

The energy comes out at -751.8683 hartree. As for the total charge: 0. Its spin multiplicity is 1. As for the gap between HOMO and LUMO (alpha / beta): 8.45 / 8.14 eV. The calculation puts the LUMO energy (alpha / beta) at -0.14 / -0.43 eV.

Cartesian coordinates (Å):
1 C -1.8663 0.1484 0.5260
2 C 0.3356 -0.6164 -0.4896
3 C 1.3249 0.3641 0.0085
4 O -1.9063 1.0954 1.2180
5 F 1.6041 1.3145 -0.8621
6 Cl -3.0287 -0.8666 -0.1699
7 H 0.3462 -1.7452 -0.1159
8 H 0.0937 -0.4651 -1.5380
9 H 0.9816 0.9686 0.9715
10 H 2.1150 -0.1979 0.4516



(4)
DFT (ωB97M-V with the def2-TZVPD basis set) results for 2 unconnected molecules or ions with the total composition C3H4ClFO at a distorted geometry.

The energy comes out at -751.9167 hartree. As for the total charge: 0. Its spin multiplicity is 1. As for the gap between HOMO and LUMO: 9.87 eV. The calculation puts the LUMO energy at 0.70 eV. The structure (SMILES) is C=C(F)Cl.C=O.

Cartesian coordinates (Å):
1 C 0.4996 -0.7737 0.3681
2 C 1.5772 -0.3455 -0.2737
3 F 1.5416 -0.0965 -1.5927
4 Cl 3.2005 -0.2441 0.2978
5 H -0.4066 -0.4458 -0.1076
6 H 0.7061 -1.0724 1.3770
7 C -0.2966 2.1100 -0.2789
8 O 0.6899 1.8904 0.3253
9 H -0.7433 1.4471 -1.1518
10 H -0.8092 3.0057 -0.0882



(5)
DFT (ωB97M-V with the def2-TZVPD basis set) results for 2 unconnected molecules or ions with the total composition C3H4ClFO at a distorted geometry.

The energy comes out at -751.9123 hartree. As for the total charge: 0. Its spin multiplicity is 1. As for the gap between HOMO and LUMO: 10.73 eV. The calculation puts the LUMO energy at 0.70 eV. The structure (SMILES) is C=C1O[C@H]1Cl.F.

Cartesian coordinates (Å):
1 C 0.3829 1.3898 -0.7791
2 C -0.6654 1.1482 -0.0478
3 O -1.8628 1.6150 0.4657
4 C -1.5699 0.2106 0.6066
5 Cl -2.6088 -0.8436 -0.3111
6 H 1.0427 0.5065 -0.9846
7 H 0.5565 2.3459 -1.0059
8 H -1.5237 -0.0424 1.5768
9 F 0.4676 -2.2107 0.2104
10 H -0.2831 -2.0099 0.7165



(6)
DFT (ωB97M-V with the def2-TZVPD basis set) results for a molecular structure, C3H4ClN at a distorted geometry.

The energy comes out at -631.4722 hartree. As for the total charge: 0. Its spin multiplicity is 1. As for the gap between HOMO and LUMO (alpha / beta): 8.54 / 7.04 eV. The calculation puts the LUMO energy (alpha / beta) at -0.15 / -1.08 eV.

Cartesian coordinates (Å):
1 C -0.2390 1.1705 0.7104
2 C 0.5981 1.8204 -0.0638
3 C -0.2674 -2.0853 -0.4815
4 N -0.8663 0.5274 1.4548
5 Cl -0.9773 -1.6180 0.9984
6 H 0.1848 2.5411 -0.8537
7 H 1.5654 1.8745 0.2402
8 H 0.7856 -2.0357 -0.5631
9 H -0.7840 -2.1949 -1.4418



(7)
DFT (ωB97M-V with the def2-TZVPD basis set) results for 2 unconnected molecules or ions with the total composition C3H4ClN at a distorted geometry.

The energy comes out at -631.5040 hartree. As for the total charge: 0. Its spin multiplicity is 1. As for the gap between HOMO and LUMO (alpha / beta): 9.08 / 9.08 eV. The calculation puts the LUMO energy (alpha / beta) at 0.73 / 0.73 eV.

Cartesian coordinates (Å):
1 C -0.6058 1.5979 0.0516
2 C 0.6080 -1.3291 -0.1043
3 C -1.0027 0.3559 0.0463
4 N 1.7151 -0.8768 0.1004
5 Cl -2.5298 -0.3447 -0.0082
6 H -1.2955 2.4360 0.0546
7 H 0.4446 1.8304 0.0649
8 H 0.0901 -2.2472 -0.3120
9 H 2.5759 -1.4225 0.1067



(8)
DFT (ωB97M-V with the def2-TZVPD basis set) results for a molecular structure, C3H4ClN2O at a distorted geometry.

The energy comes out at -761.2202 hartree. As for the total charge: +1. Its spin multiplicity is 1. As for the gap between HOMO and LUMO: 8.80 eV. The calculation puts the LUMO energy at -6.86 eV.

Cartesian coordinates (Å):
1 C -1.4813 0.5577 0.0188
2 C 0.7518 0.9352 0.0507
3 C 0.8232 -0.6479 0.0459
4 N -0.5545 1.3539 0.1029
5 N -0.5397 -1.0724 -0.1268
6 O -0.9959 -2.1592 -0.3490
7 Cl -3.1318 0.4883 0.1024
8 H 1.2490 1.5368 0.8480
9 H 1.2934 1.0277 -0.9109
10 H 1.4430 -0.9551 -0.6964
11 H 1.1428 -1.0650 0.9144



(9)
DFT (ωB97M-V with the def2-TZVPD basis set) results for a single C3H4ClN3O molecule at a distorted geometry.

The energy comes out at -816.3360 hartree. As for the total charge: 0. Its spin multiplicity is 1. As for the gap between HOMO and LUMO: 9.43 eV. The calculation puts the LUMO energy at 0.66 eV. The structure (SMILES) is CNc1nnoc1Cl.

Cartesian coordinates (Å):
1 C 2.5606 0.1324 0.2667
2 N 1.6981 -0.8425 -0.3715
3 C 0.3336 -0.6908 -0.1507
4 N -0.3851 -1.8583 0.0323
5 N -1.6228 -1.6434 0.1348
6 O -1.8089 -0.2256 0.0552
7 C -0.5812 0.3115 -0.0111
8 Cl -0.4494 2.0210 -0.0386
9 H 2.7502 -0.1072 1.3212
10 H 3.5726 0.0993 -0.2192
11 H 2.1129 1.1546 0.1351
12 H 1.9658 -1.8073 -0.2199



(10)
DFT (ωB97M-V with the def2-TZVPD basis set) results for a single C3H4ClN3S molecule at a distorted geometry.

The energy comes out at -1139.2219 hartree. As for the total charge: 0. Its spin multiplicity is 1. As for the gap between HOMO and LUMO: 9.70 eV. The calculation puts the LUMO energy at 0.66 eV. The structure (SMILES) is Nn1ncc(S)c1Cl.

Cartesian coordinates (Å):
1 N 0.2932 1.2068 1.8830
2 N 0.1869 0.6637 0.6697
3 N 1.1186 0.7383 -0.2793
4 C 0.9445 -0.0477 -1.3658
5 C -0.3174 -0.6823 -1.0075
6 S -1.5115 -1.4280 -1.8867
7 C -0.6033 -0.3811 0.3591
8 Cl -1.7790 -0.9231 1.6571
9 H 1.4477 1.4524 2.1467
10 H -0.1492 2.2144 1.9473
11 H 1.4662 0.0070 -2.4068
12 H -1.0966 -2.8203 -1.7168



(11)
DFT (ωB97M-V with the def2-TZVPD basis set) results for a single C3H4ClNO molecule at a distorted geometry.

The energy comes out at -706.8011 hartree. As for the total charge: 0. Its spin multiplicity is 1. As for the gap between HOMO and LUMO: 9.15 eV. The calculation puts the LUMO energy at 0.11 eV. The structure (SMILES) is C=C(Cl)/C=N/O.

Cartesian coordinates (Å):
1 C -1.1186 1.3582 -0.0279
2 C -1.1470 -0.0036 0.0113
3 Cl -2.5732 -0.9823 0.0226
4 C 0.1284 -0.7398 -0.0491
5 N 1.2743 -0.0822 0.0954
6 O 2.3772 -0.9002 -0.0608
7 H -2.0193 1.9446 -0.1759
8 H -0.0918 1.6428 0.0741
9 H 0.0821 -1.8155 -0.1475
10 H 3.0879 -0.4222 0.2577



(12)
DFT (ωB97M-V with the def2-TZVPD basis set) results for 2 unconnected molecules or ions with the total composition C3H4ClNO at a distorted geometry.

The energy comes out at -706.7884 hartree. As for the total charge: 0. Its spin multiplicity is 1. As for the gap between HOMO and LUMO: 9.69 eV. The calculation puts the LUMO energy at 0.67 eV. The structure (SMILES) is C=C=O.C=NCl.

Cartesian coordinates (Å):
1 C -1.0148 -1.2370 -1.8820
2 C -1.1123 -0.5610 -0.7418
3 O -1.3265 -0.0167 0.2796
4 H -0.2144 -1.9357 -1.9475
5 H -1.2187 -0.7370 -2.8026
6 C 2.0639 1.3822 -1.3334
7 N 1.7179 0.1826 -1.1443
8 Cl 2.1055 -0.4150 0.3736
9 H 2.6695 1.8838 -0.5587
10 H 2.0080 1.8570 -2.2085



Record-wise relative energy (zero: lowest compared OMol25 entry of this formula, charge and spin) values, in kcal per mole: 88.0 26.2 77.0 46.6 49.4 103.8 83.8 74.3 64.9 97.6 63.1 71.1